Here is a molecular structure, C54H46AsBrCuF5N4O5PSe in a non-equilibrium geometry from the OMol25 dataset. Energies are from ωB97M-V with the def2-TZVPD basis set.

Geometry as XYZ:
```
119
Properties=species:S:1:pos:R:3:forces:R:3
Cu -0.34202 0.50083 -0.70254 -0.900 0.182 -0.409
C -3.96018 2.38084 1.71794 1.719 0.071 -1.244
O -3.31989 1.56134 0.66694 -0.721 0.732 0.759
C -4.14485 0.77942 -0.08972 0.404 -0.276 0.488
C -5.51026 0.71363 0.11019 0.789 -1.180 -1.424
C -6.21269 -0.22598 -0.65961 1.126 -0.361 -0.878
Br -8.06558 -0.24368 -0.51525 -1.064 -0.004 0.070
C -5.60536 -1.10291 -1.55543 -0.150 1.538 2.047
C -4.19143 -1.09781 -1.66345 -1.244 0.084 0.032
C -3.47433 -0.04482 -1.09022 0.602 1.144 0.148
O -2.26401 0.36267 -1.48810 -0.397 -1.064 -0.461
C -3.65547 -2.12565 -2.54611 1.035 -0.620 -1.618
N -4.16471 -2.38801 -3.73908 1.133 -0.331 0.397
C -3.27125 -3.29141 -4.35255 0.590 -0.269 1.426
C -3.24083 -3.77263 -5.65970 0.732 -0.313 -0.601
C -2.07785 -4.55231 -6.04946 -2.468 1.591 0.261
C -1.03449 -4.74346 -5.18088 0.880 -0.693 -0.339
C -1.06804 -4.25996 -3.88550 1.528 -0.248 1.662
C -2.19087 -3.63457 -3.41916 -2.042 2.097 -0.756
N -2.47900 -2.84454 -2.27063 -0.404 -0.355 -0.698
H -4.24773 1.81526 2.57899 -0.293 -0.867 0.379
H -4.80490 2.90220 1.31481 -0.383 0.392 -0.220
H -3.20214 3.11398 2.05543 -0.349 -0.398 -0.577
H -6.06185 1.41487 0.66860 -0.313 0.509 0.891
H -6.27455 -1.68618 -2.13251 0.044 -0.943 -0.548
H -1.74631 0.17009 -2.76831 0.148 -0.159 -0.053
H -4.04638 -3.45507 -6.38469 1.087 -0.591 0.871
H -2.02360 -4.89800 -7.06328 0.062 -0.182 -0.290
H -0.13890 -5.27993 -5.54359 -0.536 0.389 0.322
H -0.16408 -4.32074 -3.22999 -0.845 -0.150 -0.619
H -2.15035 -3.01771 -1.32070 -0.016 0.268 -0.664
C -0.53112 2.96492 -5.36125 2.182 0.980 0.689
C -0.05013 1.61828 -5.86540 0.178 -0.414 -1.292
C 0.86181 0.73217 -4.94177 -1.175 0.355 0.457
C 1.06671 -0.66617 -5.66852 -1.674 0.492 0.084
C 1.98007 -1.75055 -5.05998 -0.359 0.521 -0.142
C 2.18507 1.46351 -4.71870 -0.128 0.153 0.328
O 2.72973 2.01305 -5.64991 0.426 -0.415 0.532
N 2.67588 1.47737 -3.40479 -0.219 -0.809 -0.104
C 1.93413 1.11596 -2.24653 1.240 1.410 -0.631
O 2.50503 1.29959 -1.17452 -1.038 -0.971 -0.955
N 0.62999 0.70604 -2.41766 -1.005 -0.269 -0.620
C 0.04786 0.55421 -3.62295 1.264 -1.026 0.401
O -1.16203 0.10240 -3.74793 0.871 1.066 1.096
H -0.70683 3.69100 -6.14466 -0.318 -0.208 -0.501
H 0.29915 3.46100 -4.80998 -0.550 -0.206 0.053
H -1.37968 2.94891 -4.70908 -0.439 -0.228 0.428
H 0.47049 1.73066 -6.86341 -0.478 -0.204 1.157
H -0.95574 1.04316 -6.00563 -0.050 -0.506 -0.415
H 1.42241 -0.44533 -6.68265 -0.137 0.238 0.280
H 0.00139 -1.02774 -5.78811 1.164 0.157 0.107
H 2.46635 -1.39599 -4.13276 0.055 -0.295 -0.511
H 2.68919 -1.95105 -5.87502 0.255 -0.322 0.803
H 1.40959 -2.66416 -4.83523 0.253 0.316 -0.034
H 3.66373 1.64822 -3.18116 -0.766 0.347 -0.510
F 1.02380 9.60545 -0.48625 0.048 0.740 0.779
C 0.48307 8.39801 -0.61104 -0.107 -0.727 -1.782
C -0.14838 7.68559 0.39861 0.870 0.822 -0.140
F -0.27928 8.24845 1.59589 -0.113 0.299 0.731
C -0.55343 6.41380 0.16661 -1.419 -2.112 -0.584
F -1.26230 5.76075 1.14862 0.819 0.712 -0.426
C -0.46500 5.76811 -1.09480 0.249 0.345 0.275
Se -1.04838 4.01297 -1.42688 -0.184 -0.356 0.225
C 0.06781 6.54597 -2.12585 -0.264 0.173 -0.342
F 0.01979 6.05325 -3.40798 0.454 0.799 1.142
C 0.53448 7.84513 -1.89160 -0.043 -0.632 -0.662
F 1.04858 8.57170 -2.93169 -0.273 -0.377 0.874
C 1.36469 -1.00245 1.50773 0.153 1.450 0.486
C 1.98251 -0.99869 2.89269 0.366 -0.045 -0.058
As 3.91082 -1.57661 3.06249 -0.713 0.094 0.261
C 3.63804 -1.70825 5.02769 1.154 -1.764 0.750
C 2.99690 -0.76109 5.75866 -1.141 2.265 0.445
C 2.65615 -0.90800 7.11885 -0.033 0.331 0.086
C 3.11377 -2.00442 7.82106 -0.397 -0.674 0.647
C 3.84583 -2.98371 7.14719 0.547 0.927 -0.529
C 4.10689 -2.80158 5.79873 -0.136 -0.662 -1.332
C 3.91961 -3.51893 2.64510 -1.483 -1.391 0.431
C 5.14530 -4.09613 2.34923 0.498 1.924 -0.289
C 5.42806 -5.42789 2.31010 -0.165 -0.428 0.503
C 4.37130 -6.29818 2.39184 -0.529 -0.928 -0.023
C 3.06323 -5.84468 2.55690 -0.054 1.890 -0.020
C 2.85365 -4.46389 2.76545 -0.183 0.400 0.012
P -0.11304 0.13035 1.37234 0.632 0.044 0.282
C 0.45383 1.76690 2.00356 -0.810 -1.318 0.648
C 1.71742 2.23230 1.69404 -0.093 -0.273 -0.914
C 2.11830 3.48083 2.09859 0.228 2.091 1.875
C 1.28046 4.22536 2.99568 -0.325 -1.176 -0.813
C 0.00763 3.72955 3.23114 -1.015 0.798 1.067
C -0.42440 2.51140 2.76242 -0.571 -0.227 -0.515
C -1.27118 -0.53214 2.64310 0.407 -0.228 -0.734
C -0.96071 -0.41898 3.98712 1.267 1.386 0.393
C -1.78827 -0.92500 4.97535 0.525 0.189 1.929
C -2.98248 -1.47995 4.60895 -1.030 -0.444 0.024
C -3.24430 -1.67824 3.25331 -0.932 -0.378 -0.042
C -2.38522 -1.27399 2.23900 0.750 0.368 2.230
H 0.98300 -1.93856 1.13796 0.265 -0.606 -0.104
H 2.09054 -0.55916 0.81322 -0.268 -0.352 -0.268
H 1.41564 -1.59148 3.60299 -0.098 -0.044 0.072
H 1.97519 0.05987 3.24655 0.271 -0.804 -0.088
H 2.75448 0.19998 5.27954 -0.248 -0.465 0.242
H 2.02843 -0.16254 7.64681 0.613 -0.361 -0.582
H 2.85982 -2.16104 8.88567 0.180 0.279 -0.684
H 4.34268 -3.79743 7.64880 -0.284 -0.263 0.210
H 4.61789 -3.58822 5.23735 0.080 0.090 0.380
H 5.93594 -3.44006 2.05795 0.676 0.606 0.352
H 6.46563 -5.75122 2.33823 -0.242 -0.118 -0.528
H 4.60688 -7.33782 2.29543 -0.240 -0.606 0.045
H 2.13155 -6.39632 2.49897 0.520 -0.686 0.167
H 1.80275 -4.17024 3.00003 1.021 0.079 -0.220
H 2.24352 1.59990 0.99344 0.651 0.410 0.067
H 3.07786 3.97376 1.86254 -0.457 -0.812 -0.165
H 1.49774 5.14877 3.52531 0.586 -0.002 -0.625
H -0.74104 4.29773 3.81849 0.786 -0.113 -0.291
H -1.46794 2.17370 2.90057 0.828 0.217 0.127
H -0.04604 0.19123 4.20636 -1.012 -0.808 0.233
H -1.57017 -0.91451 6.08762 0.120 0.382 -1.579
H -3.72637 -1.76857 5.39581 0.773 0.122 -0.980
H -4.18697 -2.15683 3.03103 -0.021 -0.177 -0.357
H -2.43568 -1.59326 1.24251 -0.757 -0.025 -1.370
```
Forces are in eV/Å.

Computed properties:
2S+1 ... 1
Frontier orbital gap ... 0.20342 Ha
Charge ... -1
Maximum force ... 0.0588 Eh/bohr
E_HOMO ... -3.78 eV

Here are the Löwdin charges for atoms 1 to 5, given in e:
1 Cu 0.228
2 C -0.025
3 O -0.104
4 C -0.193
5 C -0.073


Here is a molecular structure, C54H46AsGeMnNO6P in a non-equilibrium geometry from the OMol25 dataset. Energies are from ωB97M-V with the def2-TZVPD basis set.

Geometry as XYZ:
```
111
Properties=species:S:1:pos:R:3:forces:R:3
Mn -0.05031 2.29200 -1.26948 1.538 -0.123 1.096
O 1.45017 1.70762 -4.84267 0.442 -0.271 -0.237
C 0.78570 1.99658 -3.90784 -0.230 -0.196 0.494
O 1.01909 1.64582 -2.61125 -0.808 0.773 -0.113
C -0.43015 2.86911 -3.98202 -0.037 -0.144 0.764
C -0.87619 3.58814 -5.06046 -0.090 0.122 -0.445
C -1.87927 4.52729 -4.85224 -0.046 0.028 -0.043
C -2.34876 4.77267 -3.56453 -0.213 0.191 -0.259
C -1.85794 3.99933 -2.54664 0.437 -0.622 0.139
N -0.97683 3.02563 -2.77867 -0.413 0.555 -0.815
C -2.06777 4.18241 -1.07913 0.498 -0.785 0.001
O -2.78018 4.99098 -0.60058 -0.418 0.381 0.558
O -1.30009 3.27374 -0.39476 -0.029 0.457 -1.069
H -0.42060 3.42321 -6.02990 -0.033 0.047 0.074
H -2.26097 5.10350 -5.68443 0.033 0.021 0.014
H -3.05576 5.55948 -3.33750 0.005 -0.018 -0.042
O 1.15891 3.89174 -1.21570 0.417 -0.333 0.956
C 1.68258 3.42551 -0.15123 -0.296 -0.145 -0.389
O 1.16736 2.30411 0.26002 -0.782 0.293 -0.918
C 2.82570 4.01784 0.59783 -0.107 -0.120 0.427
C 2.85805 3.59266 2.09250 -0.336 0.112 -0.756
Ge 2.35768 1.69947 2.36237 0.841 -0.349 1.297
C 3.32882 0.99185 3.93393 0.259 0.063 0.321
C 2.85896 -0.21125 4.48560 0.313 0.169 0.091
C 3.51770 -0.81735 5.55244 -0.037 0.097 -0.148
C 4.66452 -0.23279 6.08518 -0.038 -0.002 -0.044
C 5.14038 0.96191 5.56076 -0.061 0.072 -0.123
C 4.47563 1.57149 4.49366 -0.236 -0.220 0.125
C 0.54901 1.71621 3.15599 -0.340 -0.011 -0.494
C 0.51330 2.05831 4.51189 -0.215 -0.003 0.040
C -0.69926 2.26056 5.16857 0.098 0.012 -0.141
C -1.90221 2.12087 4.48452 0.060 -0.009 0.178
C -1.88677 1.78309 3.14176 0.070 -0.018 -0.165
C -0.67239 1.59993 2.48720 0.012 0.181 0.444
C 3.33876 0.65254 1.00213 -0.392 -0.044 -0.445
C 4.72922 0.65663 1.14345 0.010 -0.088 -0.175
C 5.55045 0.09175 0.16901 -0.133 0.038 0.034
C 4.99478 -0.49632 -0.96191 0.065 0.015 0.084
C 3.61558 -0.51984 -1.11313 -0.098 -0.038 0.054
C 2.80142 0.05107 -0.13972 0.298 -0.008 0.002
H 2.78392 5.09481 0.45275 0.102 0.108 -0.020
H 3.72036 3.64997 0.08490 0.023 -0.003 -0.063
H 2.14150 4.19345 2.65448 0.046 0.011 0.045
H 3.84671 3.78029 2.50428 0.057 0.023 -0.053
H 1.95396 -0.67279 4.09239 0.098 0.033 0.038
H 3.13199 -1.74191 5.97157 0.062 0.086 -0.049
H 5.18344 -0.70800 6.91164 -0.068 0.057 -0.074
H 6.02762 1.42644 5.98354 -0.126 -0.067 -0.058
H 4.85492 2.52027 4.11531 -0.031 -0.153 0.029
H 1.43905 2.16952 5.06688 -0.107 -0.014 -0.015
H -0.69923 2.53479 6.21722 -0.001 -0.026 -0.054
H -2.84479 2.27931 4.99829 0.096 -0.020 -0.037
H -2.81940 1.67844 2.59252 0.102 0.013 0.052
H -0.69572 1.38121 1.43810 0.014 -0.062 -0.290
H 5.18232 1.10754 2.01985 0.000 -0.065 -0.053
H 6.62714 0.11955 0.29244 -0.061 -0.014 0.004
H 5.63438 -0.93109 -1.72192 -0.038 0.036 0.057
H 3.17770 -0.96871 -2.00185 0.040 0.046 0.128
H 1.73274 0.05356 -0.29446 -0.123 -0.072 0.018
C -0.74505 -1.35940 -0.52016 0.294 0.472 0.506
C -0.97509 -1.29130 0.99065 0.116 -0.270 -0.445
As -1.18246 -3.05641 1.89203 -0.221 0.205 0.098
C -2.58303 -3.68065 0.67705 -0.065 -0.194 -0.100
C -2.35902 -4.26105 -0.57531 -0.185 -0.030 0.044
C -3.42993 -4.66932 -1.36724 0.040 0.047 0.077
C -4.73498 -4.50802 -0.91264 0.018 -0.009 0.062
C -4.96817 -3.92472 0.32772 0.106 -0.032 0.012
C -3.89677 -3.51273 1.11587 -0.027 -0.074 -0.159
C 0.36870 -4.01610 1.23124 -0.071 -0.140 -0.059
C 1.60911 -3.39372 1.19888 0.164 -0.038 -0.108
C 2.75168 -4.10715 0.85282 -0.031 0.035 0.010
C 2.66005 -5.45799 0.54884 -0.005 -0.028 -0.003
C 1.42579 -6.09576 0.60393 -0.047 0.044 0.049
C 0.28658 -5.38095 0.95637 0.155 -0.017 -0.068
P -1.20831 0.16268 -1.45132 -0.328 -0.463 -0.023
C -1.00710 -0.37753 -3.17143 0.069 0.160 -0.225
C -1.93754 0.00090 -4.14497 0.111 -0.063 0.051
C -1.74399 -0.36354 -5.47128 0.032 -0.007 0.002
C -0.61729 -1.09109 -5.83613 -0.007 0.031 0.004
C 0.32254 -1.44992 -4.87704 -0.026 -0.019 -0.005
C 0.13182 -1.09534 -3.55029 -0.087 0.041 0.029
C -3.01488 0.17757 -1.23635 -0.015 0.259 0.022
C -3.72191 -0.98232 -1.57225 -0.040 0.060 -0.001
C -5.10338 -0.99998 -1.47984 -0.096 0.009 -0.071
C -5.79613 0.13755 -1.07264 0.010 -0.027 -0.019
C -5.10091 1.28601 -0.72745 0.041 -0.009 -0.006
C -3.71125 1.30317 -0.80150 -0.146 -0.158 -0.002
H -1.40849 -2.08904 -0.97254 -0.015 -0.184 -0.107
H 0.27812 -1.65431 -0.74799 0.053 0.019 -0.025
H -1.92014 -0.79781 1.21256 -0.073 0.112 0.091
H -0.18754 -0.73666 1.49136 0.071 0.010 0.068
H -1.34616 -4.41364 -0.93147 -0.025 -0.018 0.018
H -3.24373 -5.12653 -2.33366 -0.007 0.023 0.080
H -5.56770 -4.85468 -1.51674 0.078 0.048 0.047
H -5.98317 -3.80885 0.69217 0.070 0.011 -0.026
H -4.08228 -3.06720 2.08748 -0.026 -0.045 -0.001
H 1.70197 -2.34798 1.45880 0.046 0.165 -0.016
H 3.71063 -3.60336 0.82923 -0.020 -0.007 0.004
H 3.55065 -6.01885 0.28726 -0.076 0.050 0.001
H 1.35069 -7.15433 0.38111 0.002 0.069 0.032
H -0.66721 -5.89103 1.01908 0.003 -0.021 -0.029
H -2.81813 0.57020 -3.86410 0.027 -0.061 -0.011
H -2.47569 -0.07859 -6.21958 0.059 -0.032 0.058
H -0.46568 -1.37134 -6.87229 -0.013 0.021 0.078
H 1.21307 -1.99699 -5.16419 -0.078 0.028 0.021
H 0.88513 -1.35957 -2.81533 -0.069 -0.003 -0.066
H -3.20570 -1.86894 -1.92374 -0.068 0.032 0.021
H -5.64171 -1.90619 -1.73893 0.076 0.145 0.026
H -6.87992 0.12716 -1.02907 0.098 -0.025 0.024
H -5.63260 2.17385 -0.40266 0.054 -0.084 -0.002
H -3.18046 2.18764 -0.49727 -0.017 -0.037 0.068
```
Forces are in eV/Å.

Computed properties:
2S+1 ... 2
Frontier orbital gap (spin up / spin down) ... 0.14551 / 0.18831 Ha
Charge ... +1
Maximum force ... 0.0368 Eh/bohr
E_HOMO (spin up / spin down) ... -10.44 / -10.44 eV

Here are the Löwdin charges for atoms 1 to 5, given in e:
1 Mn 0.808
2 O 0.194
3 C -0.469
4 O -0.105
5 C -0.139


Which value of maximum force does entry 2 give?
0.0368 Eh/bohr